# 1
12
Properties=species:S:1:pos:R:3 method="wB97M-V/def2-TZVPD" relative_energy_kj_mol=260.3 total_charge=0 largest_force_ev_per_a=0.53 e_lumo_ev=0.54
N 0.7115 0.0646 1.9928
C 0.3042 0.0276 0.6849
N -0.3501 0.9029 0.0395
C -0.5170 0.3189 -1.2964
O -1.8538 0.3366 -1.7082
C 0.0482 -1.1031 -1.3143
N 0.5666 -1.1487 -0.0952
H 0.6174 0.9820 2.4078
H 1.6010 -0.3705 2.1932
H -2.2637 1.0557 -1.2168
H 0.1239 0.9071 -1.9775
H 1.0119 -1.9732 0.2902

***

# 2
12
Properties=species:S:1:pos:R:3 method="wB97M-V/def2-TZVPD" relative_energy_kj_mol=310.5 smiles="[H]/N=C(/N)C=O.C#N" total_charge=0 largest_force_ev_per_a=5.33 e_lumo_ev=0.03
H 0.8357 1.2532 0.2947
N -0.1458 1.5074 0.2540
C -0.9028 0.4945 0.1478
N -2.2435 0.6313 0.0720
C -0.4010 -1.0564 0.1719
O -1.2847 -1.8677 0.3860
H -2.8277 -0.1882 0.1078
H -2.6591 1.5465 0.1066
H 0.5241 -1.1370 0.7560
C 3.0436 -0.5470 -0.5960
N 1.9717 -0.2625 -0.9384
H 4.0896 -0.3741 -0.7623

***

# 3
12
Properties=species:S:1:pos:R:3 method="wB97M-V/def2-TZVPD" relative_energy_kj_mol=280.9 total_charge=0 largest_force_ev_per_a=1.37 e_lumo_ev=0.27
C -1.8257 -0.0778 -0.7489
C -0.3981 -0.0328 -0.2676
N -0.1721 0.9382 0.7706
N 0.4836 0.5007 1.7250
C 3.1813 0.2919 0.6185
O 3.6889 -0.7127 0.4685
N 0.6022 -0.6595 -0.7262
H -1.8840 0.2024 -1.8062
H -2.4512 0.6100 -0.1756
H -2.2241 -1.0923 -0.6453
H 0.6378 1.3002 2.3601
H 0.3209 -1.2509 -1.5100

***

# 4
12
Properties=species:S:1:pos:R:3 method="wB97M-V/def2-TZVPD" relative_energy_kj_mol=626.0 smiles="CN1C=NN=CO1" total_charge=0 largest_force_ev_per_a=6.12 e_lumo_ev=0.52
C -1.6659 -0.5107 -0.2349
N -0.2589 -0.1634 -0.2968
C 0.4605 -0.6427 0.8221
N 1.7005 -0.4194 1.1528
N 2.1849 0.3691 -0.0955
C 1.5267 1.1751 -0.7731
O -0.0241 1.2845 -0.3398
H -2.1051 -0.1465 0.7859
H -1.9268 -0.0816 -1.1066
H -1.5199 -1.6027 -0.0275
H -0.0695 -1.1782 1.5964
H 1.6976 1.9166 -1.4829

***

# 5
12
Properties=species:S:1:pos:R:3 method="wB97M-V/def2-TZVPD" relative_energy_kj_mol=25.0 smiles="Nc1c[nH]c(=O)[nH]1" total_charge=0 largest_force_ev_per_a=0.25 e_lumo_ev=0.77
N 2.0606 -0.0546 -0.0103
C 0.6705 0.0830 0.0232
C -0.1364 1.1599 0.0652
N -1.4670 0.6824 0.0602
C -1.4834 -0.6980 0.0741
O -2.4374 -1.4493 0.1135
N -0.1367 -1.0494 0.0212
H 2.3517 -0.8457 -0.5713
H 2.5110 0.7830 -0.3562
H 0.0984 2.2073 -0.0573
H -2.2345 1.1715 0.4920
H 0.1639 -2.0013 0.1528

***

# 6
12
Properties=species:S:1:pos:R:3 method="wB97M-V/def2-TZVPD" relative_energy_kj_mol=198.9 smiles="O=C1NCC=NN1" total_charge=0 largest_force_ev_per_a=3.81 e_lumo_ev=0.73
O -3.0909 0.4613 -0.1044
C -1.9536 0.0772 -0.0302
N -0.8624 0.8757 0.1401
C 0.5191 0.4670 -0.0783
C 0.7531 -1.0460 -0.0878
N -0.2436 -1.8301 -0.0009
N -1.5028 -1.3476 0.0008
H -0.9553 1.9347 0.0048
H 1.2128 0.8564 0.6617
H 0.7237 0.9438 -0.9426
H 1.7495 -1.3664 0.0259
H -2.2884 -2.1132 -0.0658

***

# 7
12
Properties=species:S:1:pos:R:3 method="wB97M-V/def2-TZVPD" relative_energy_kj_mol=361.2 total_charge=0 largest_force_ev_per_a=1.72 e_lumo_ev=-0.24
C -0.4522 -0.4341 0.4917
C 0.2646 0.5902 -0.1661
N -1.3393 -1.1884 -0.2231
N 0.2076 0.7682 -1.5552
C 1.5052 0.9051 1.7934
O -0.2555 -0.7169 1.7364
N 1.2405 1.1173 0.6431
H -1.2528 -1.1348 -1.2273
H -1.6027 -2.0723 0.1807
H -0.3434 1.5663 -1.8472
H 1.1173 0.7841 -2.0010
H 0.9106 -0.1848 2.1746

***

# 8
12
Properties=species:S:1:pos:R:3 method="wB97M-V/def2-TZVPD" relative_energy_kj_mol=209.6 smiles=NCc1nnco1 total_charge=0 largest_force_ev_per_a=2.43 e_lumo_ev=0.90
N 2.4133 -0.4264 -0.0456
C 1.5249 0.6904 0.0744
C 0.1253 0.2291 0.0688
N -0.2464 -1.0294 0.0380
N -1.6200 -1.0131 0.0372
C -1.9864 0.2066 -0.0003
O -0.9608 1.1033 -0.0927
H 3.3536 -0.5153 0.2556
H 2.1932 -1.0999 -0.7976
H 1.7162 1.1934 0.9978
H 1.5772 1.4911 -0.7307
H -2.9655 0.6294 -0.0476

***

# 9
14
Properties=species:S:1:pos:R:3 method="wB97M-V/def2-TZVPD" relative_energy_kj_mol=402.7 smiles="NC1=N[C@@H]([N+](=O)[O-])OC1" total_charge=0 largest_force_ev_per_a=4.49 e_lumo_ev=0.51
N 0.9125 -1.1968 0.3372
C -0.0916 -0.4570 -0.1680
N -1.0214 -0.9176 -0.8200
C -1.9776 0.2191 -0.9360
N -2.9263 -0.1917 0.1659
O -3.9267 -0.7056 -0.1791
O -2.5956 -0.0002 1.3383
O -1.2990 1.3726 -0.6125
C -0.1337 1.0356 0.1159
H 1.5107 -0.8275 1.1183
H 0.6770 -2.1391 0.4605
H -2.7139 0.2713 -1.7691
H -0.2202 1.2851 1.1963
H 0.7393 1.5946 -0.3414

***

# 10
13
Properties=species:S:1:pos:R:3 method="wB97M-V/def2-TZVPD" relative_energy_kj_mol=245.5 smiles=Nc1ncc(O)n1S total_charge=0 largest_force_ev_per_a=4.43 e_lumo_ev=0.31
N 1.8340 -1.3774 -0.1289
C 0.9716 -0.3646 -0.1705
N 1.4009 0.8234 -0.0344
C 0.3652 1.6727 -0.0001
C -0.8332 0.9852 -0.0303
O -2.1158 1.3587 -0.0374
N -0.4427 -0.3226 -0.2816
S -1.6118 -1.5773 -0.1111
H 1.6861 -2.0342 0.5641
H 2.8008 -0.8372 -0.2242
H 0.3358 2.7866 -0.0076
H -2.5982 0.6699 -0.7383
H -1.7927 -1.7831 1.2003

***

# 11
13
Properties=species:S:1:pos:R:3 method="wB97M-V/def2-TZVPD" relative_energy_kj_mol=409.1 total_charge=0 largest_force_ev_per_a=3.33 e_lumo_ev=-0.16
H -0.4113 -2.0765 -1.7930
N -1.2030 -1.4802 -1.5954
C -0.8097 -0.5275 -0.8212
N 0.5871 -0.3975 -0.3913
O 1.3814 -1.5157 -0.7419
C 1.1212 0.4586 0.4924
N 0.5497 1.3441 1.2202
C -0.7376 1.7062 1.2948
S -1.3049 2.8769 0.2190
H -1.6107 0.2226 -0.5100
H 1.4859 -2.1003 0.0540
H 2.2268 0.2321 0.4159
H -1.2751 1.2571 2.1566

***

# 12
13
Properties=species:S:1:pos:R:3 method="wB97M-V/def2-TZVPD" relative_energy_kj_mol=107.9 smiles=Nc1n[nH]c(S)c1O total_charge=0 largest_force_ev_per_a=1.28 e_lumo_ev=0.56
N 0.8552 -0.6190 2.1744
C 0.5234 -0.0031 0.9710
N 0.8509 1.2514 0.7028
N 0.4307 1.4639 -0.5535
C -0.1626 0.3672 -1.1048
S -0.7612 0.2763 -2.7398
C -0.1171 -0.6087 -0.1390
O -0.5761 -1.8863 -0.1520
H 0.1925 -1.3092 2.5017
H 1.0281 0.0432 2.9210
H 0.6133 2.3794 -0.9938
H -1.9960 0.7263 -2.5313
H -0.8813 -2.0814 -1.0568